DFT (ωB97M-V/def2-TZVPD) results for C8H14ClFeN2O2 as an isolated structure in a non-equilibrium geometry.

Geometry (Å):
C1 -1.721447 0.427532 -3.195327
Fe1 0.176802 0.486511 -2.298597
N1 1.788665 0.104472 -0.741904
N2 1.394111 -0.517044 -3.554192
H1 1.518510 -0.805221 -0.321416
H2 1.307018 1.594141 -1.939746
H3 -1.992279 1.254802 -2.537953
H4 -2.343105 -0.453636 -3.169363
H5 -1.259528 0.814519 -4.122732
H6 1.853021 -1.415292 -3.352854
H7 2.144273 0.179863 -3.631622
H8 1.043488 -0.588030 -4.513479
H9 2.714545 0.204682 -1.158299
H10 1.592791 0.872367 -0.072322
Cl1 0.585165 1.719168 5.316352
C2 -0.026206 0.848699 3.964118
C3 -0.386179 -0.505292 4.091116
C4 -0.815208 -1.214170 2.977708
C5 -0.868795 -0.613048 1.721143
C6 -0.616288 0.762674 1.620801
C7 -0.165637 1.484814 2.726182
C8 -1.187641 -1.505620 0.535137
O1 -2.189987 -2.259663 0.631901
O2 -0.367835 -1.479135 -0.457334
H11 -0.306336 -0.978039 5.077929
H12 -1.125225 -2.259318 3.075884
H13 -0.822681 1.286976 0.687176
H14 0.075996 2.552282 2.641705

Atoms 1-6, force components in eV/Å:
C 1.7884 0.6525 0.5993
Fe -1.1843 -0.4257 1.3391
N -0.2762 -0.8753 1.5172
N 1.7253 -0.9427 -1.7893
H 0.4980 0.5341 -0.2072
H -0.0071 2.2976 -1.0776

Computed properties:
* molar mass: 261.510 g mol⁻¹
* relative energy (zero: lowest compared OMol25 entry of this formula, charge and spin): 41.6 kJ/mol
* net charge: -1
* ⟨S²⟩: 6.02
* spin multiplicity: 5
* orbital gap (spin up / spin down): 6.096 / 6.964 eV

=====

DFT (ωB97M-V/def2-TZVPD) results for C50H41Cl3N5O2P2S2ScSi as an isolated structure.

Geometry (Å):
Sc1 0.212076 -1.269018 -0.981098
S1 -1.423714 -3.639848 1.414852
P1 -1.016743 -1.819300 2.141522
C1 -0.883405 -0.563995 1.028207
P2 -2.170252 0.270058 0.383336
S2 -2.236613 0.043214 -1.605730
C2 -2.029048 2.073495 0.671690
C3 -3.043734 2.959110 0.309485
C4 -2.860333 4.326943 0.446162
C5 -1.651499 4.824025 0.921414
C6 -0.637619 3.948404 1.278959
C7 -0.831684 2.576477 1.167743
C8 -3.823907 -0.133869 1.058328
C9 -4.417961 0.587778 2.090019
C10 -5.647186 0.196633 2.604734
C11 -6.288519 -0.924456 2.096328
C12 -5.691838 -1.657419 1.078553
C13 -4.466543 -1.265877 0.561152
C14 0.511634 -1.845641 3.156039
C15 0.880457 -2.977335 3.875524
C16 2.014521 -2.956451 4.678113
C17 2.786792 -1.805863 4.766022
C18 2.427581 -0.674909 4.045190
C19 1.295395 -0.696712 3.243000
C20 -2.193441 -1.453875 3.513390
C21 -1.992572 -0.308990 4.284596
C22 -2.836644 -0.014011 5.345521
C23 -3.900952 -0.856024 5.641225
C24 -4.113766 -1.989372 4.870218
C25 -3.263366 -2.288711 3.811797
H1 -3.973335 2.569128 -0.090972
H2 -3.651598 5.011132 0.160209
H3 -1.500308 5.894451 1.000709
H4 0.311754 4.325768 1.641487
H5 -0.059553 1.871267 1.456916
H6 -3.917758 1.457974 2.498269
H7 -6.094468 0.760708 3.415312
H8 -7.245320 -1.233862 2.501781
H9 -6.177863 -2.544105 0.688106
H10 -3.992895 -1.834133 -0.230421
H11 0.283444 -3.876965 3.775907
H12 2.309507 -3.848933 5.218768
H13 3.688369 -1.803132 5.368314
H14 3.047627 0.213501 4.067772
H15 1.036864 0.159608 2.630496
H16 -1.166219 0.352383 4.048804
H17 -2.666124 0.877083 5.939456
H18 -4.566145 -0.623459 6.465473
H19 -4.952669 -2.642214 5.084977
H20 -3.412439 -3.172861 3.203479
N1 5.131461 -1.718231 1.711929
C26 4.025361 -2.460192 1.334014
C27 2.908650 -1.810078 0.796462
N2 1.840844 -2.475174 0.384488
C28 1.864130 -3.805581 0.567171
C29 2.959187 -4.428963 1.119622
N3 4.057404 -3.774435 1.498633
H21 5.216329 -0.846696 1.207466
H22 5.980069 -2.263084 1.700971
H23 2.912982 -0.735099 0.686293
H24 0.981029 -4.355983 0.283575
H25 2.959629 -5.504355 1.253256
C30 -1.143019 -4.758643 -4.494915
C31 -0.286906 -5.081362 -3.453182
C32 0.038182 -4.125783 -2.495694
C33 -0.465923 -2.813392 -2.507226
C34 -1.324948 -2.535211 -3.583788
C35 -1.657165 -3.470026 -4.557562
H26 -1.395656 -5.493134 -5.253125
H27 0.145144 -6.075911 -3.391678
H28 0.735215 -4.435480 -1.725366
H29 -1.750855 -1.543124 -3.677717
H30 -2.321093 -3.191278 -5.370449
O1 2.798185 1.671837 1.169590
C36 2.308952 1.697554 0.049709
N4 2.397711 2.773974 -0.807048
C37 1.823863 2.504226 -2.109037
C38 1.273271 1.090032 -1.793105
O2 0.618395 0.370187 -2.559805
N5 1.601489 0.689079 -0.570490
C39 0.749851 3.528640 -2.467676
C40 1.158628 4.824545 -2.783750
C41 0.227037 5.808968 -3.071085
C42 -1.128722 5.503517 -3.063620
C43 -1.537668 4.215941 -2.757391
C44 -0.605864 3.228633 -2.454100
C45 2.853024 2.414735 -3.234878
C46 2.412640 2.088915 -4.514994
C47 3.315343 2.000481 -5.561288
C48 4.665171 2.241765 -5.344129
C49 5.108816 2.552016 -4.069051
C50 4.206651 2.628697 -3.015493
H31 2.918024 3.595891 -0.562369
H32 2.218507 5.053861 -2.823575
H33 0.558646 6.811905 -3.315332
H34 -1.860071 6.270441 -3.292198
H35 -2.590138 3.961231 -2.741776
H36 -0.954218 2.230362 -2.217295
H37 1.362094 1.879003 -4.677372
H38 2.965205 1.718077 -6.546854
H39 5.371507 2.156435 -6.161533
H40 6.164684 2.708711 -3.881994
H41 4.565807 2.824126 -2.013988
Cl1 3.677796 -3.791991 -2.426981
Si1 2.702522 -1.866752 -2.527698
Cl2 4.480815 -0.701919 -1.984009
Cl3 2.754015 -1.559714 -4.643694

Atoms 1-6, force components in eV/Å:
Sc -0.2426 0.6505 0.1477
S 0.0087 0.0119 0.1571
P -0.1266 -0.1154 -0.1456
C 0.3360 -0.3930 -0.0624
P -0.0372 -0.0895 0.0568
S -0.0201 -0.0496 -0.0962

Computed properties:
* molar mass: 1049.394 g mol⁻¹
* relative energy (zero: lowest compared OMol25 entry of this formula, charge and spin): 0.0 kJ/mol
* net charge: -2
* orbital gap: 6.244 eV

=====

DFT (ωB97M-V/def2-TZVPD) results for a 8-piece molecular cluster, H16O8 overall.

Geometry (Å):
O1 -0.933706 0.390359 -0.757132
H1 -0.732670 -0.336840 -1.356927
H2 -0.083395 0.607610 -0.358681
O2 1.920565 -2.697239 -2.137292
H3 1.742883 -1.773342 -2.346657
H4 1.062398 -3.127001 -2.225861
O3 -1.201439 -2.395599 -0.450365
H5 -0.454292 -1.845616 -0.189061
H6 -1.930657 -2.073263 0.091236
O4 -4.711954 -1.584355 0.514176
H7 -5.406287 -1.946021 -0.048043
H8 -4.307029 -2.361289 0.915920
O5 3.385115 3.172585 -0.441418
H9 3.895110 2.512273 -0.923998
H10 3.853296 3.264442 0.396054
O6 0.254216 -0.418846 2.729589
H11 0.441959 -0.463123 3.673931
H12 0.909130 0.200946 2.389094
O7 -2.861696 4.439919 -0.468473
H13 -2.782284 4.584752 -1.418056
H14 -3.779696 4.172020 -0.348074
O8 4.160663 -0.848872 0.902353
H15 4.078290 -0.442249 1.772331
H16 3.399127 -1.436917 0.845285

Atoms 1-6, force components in eV/Å:
O 0.3608 0.0420 -0.0040
H -0.2883 0.0738 -0.0974
H -0.0940 0.2407 -0.0209
O -0.1682 0.1898 0.0839
H 0.1128 -0.0816 -0.0714
H 0.0009 -0.0681 0.0455

Computed properties:
* molar mass: 144.120 g mol⁻¹
* relative energy (zero: lowest compared OMol25 entry of this formula, charge and spin): 282.9 kJ/mol
* structure (SMILES): O.O.O.O.O.O.O.O
* orbital gap: 11.167 eV